{
  "formula": "C22H48BClN3O5",
  "method": "wB97M-V/def2-TZVPD",
  "symbols": ["C", "C", "C", "N", "C", "C", "C", "Cl", "C", "N", "C", "C", "C", "B", "O", "O", "N", "H", "H", "H", "H", "H", "H", "H", "H", "H", "H", "H", "H", "H", "H", "H", "H", "H", "H", "C", "C", "O", "C", "C", "H", "H", "H", "H", "H", "H", "H", "H", "H", "H", "C", "C", "O", "C", "C", "H", "H", "H", "H", "H", "H", "H", "H", "H", "H", "C", "C", "O", "C", "C", "H", "H", "H", "H", "H", "H", "H", "H", "H", "H"],
  "positions_angstrom": [[-6.92049, 2.50514, 2.67190], [-6.12314, 2.19287, 1.82196], [-5.18684, 1.98713, 0.59329], [-4.55832, 0.63951, 0.63625], [-5.37144, -0.61214, 0.71456], [-5.71145, -1.07401, 2.18538], [-6.66030, -2.36086, 2.03996], [-8.42146, -1.86431, 1.98394], [-3.26134, 0.51707, 0.60398], [-2.23048, 1.53443, 0.49441], [-1.42048, 0.93971, -0.65144], [-1.16916, -0.48274, -0.02999], [-0.64694, -1.65863, -0.94292], [-1.30637, -1.73955, -2.41523], [-1.46244, -0.65966, -3.31755], [-1.73475, -3.01194, -2.87659], [-2.47347, -0.71722, 0.67450], [-7.59548, 2.53442, 3.56193], [-5.74722, 2.06983, -0.38445], [-4.44981, 2.83217, 0.62158], [-6.31118, -0.47504, 0.09120], [-4.83026, -1.47983, 0.22448], [-4.75721, -1.40087, 2.70500], [-6.29765, -0.33387, 2.78900], [-6.38388, -2.84169, 1.05017], [-6.48071, -3.11972, 2.84829], [-2.52929, 2.41249, 0.03527], [-0.56504, 1.55776, -1.02174], [-2.24180, 0.81433, -1.42998], [-0.42513, -0.27092, 0.79816], [0.47727, -1.63360, -0.97838], [-0.92434, -2.62385, -0.40982], [-2.39401, -0.71052, -3.61986], [-1.69338, -3.64235, -2.13243], [-2.31399, -0.91544, 1.67364], [2.07261, 2.77661, 2.39843], [2.87232, 1.49402, 2.54791], [2.65164, 0.56348, 1.49761], [3.00443, 0.99094, 0.19014], [4.47829, 1.31785, 0.03326], [1.01114, 2.55519, 2.25840], [2.18943, 3.40418, 3.28362], [2.40281, 3.35632, 1.53306], [2.56548, 0.99380, 3.46918], [3.94101, 1.70652, 2.65059], [2.37860, 1.83551, -0.11453], [2.75770, 0.16262, -0.48109], [4.75937, 2.19421, 0.62146], [4.71237, 1.52975, -1.01171], [5.09640, 0.48370, 0.37343], [3.24982, -2.30450, 1.77351], [1.98306, -2.93382, 2.31634], [1.48657, -3.99205, 1.51178], [2.33050, -5.12360, 1.35045], [2.65085, -5.83353, 2.65412], [3.11313, -2.00505, 0.73221], [3.51859, -1.42869, 2.36116], [4.09230, -3.00038, 1.80597], [1.19822, -2.17305, 2.33920], [2.11964, -3.27111, 3.34916], [3.24553, -4.84351, 0.81892], [1.79234, -5.81550, 0.69823], [3.26238, -5.21016, 3.31061], [3.20346, -6.75452, 2.46058], [1.73440, -6.07781, 3.19604], [2.30745, 1.33745, -3.95089], [2.30544, 2.55545, -3.04257], [3.56410, 3.20085, -2.96012], [4.08364, 3.72689, -4.17386], [3.20431, 4.79594, -4.79871], [3.10803, 0.64889, -3.67033], [1.35087, 0.81312, -3.88904], [2.46729, 1.61616, -4.99465], [2.05855, 2.23573, -2.02922], [1.52913, 3.26860, -3.34194], [4.28580, 2.91837, -4.88360], [5.05046, 4.16977, -3.92515], [2.25262, 4.38284, -5.14203], [3.70260, 5.24331, -5.66037], [2.97728, 5.58109, -4.07399]],
  "forces_ev_per_a": [[-0.2543, -0.8428, 1.0113], [0.6706, 0.1679, -1.8083], [-1.6302, 0.7777, 1.0538], [1.2931, -0.4529, 0.1126], [-1.2043, -0.9035, 0.1097], [-0.7091, -1.0111, -0.2258], [1.1587, 0.2315, -0.5847], [1.2279, -0.3802, 0.0132], [4.0811, 0.3556, 0.4582], [-2.0449, 0.2782, -1.8576], [-1.4069, -1.7422, -0.1265], [1.7044, 1.2384, 0.6692], [-0.7674, 0.0483, 0.6066], [-0.0072, -1.1517, -1.0770], [-0.9158, -0.9201, 1.5355], [0.2915, 1.5337, 1.3335], [-1.8467, 0.8628, -0.2963], [0.9544, 0.2986, -1.4658], [0.3527, -0.1313, 1.2077], [-0.4114, -1.1672, -0.0123], [1.0091, 0.1949, 0.9544], [-0.1893, 1.4089, 0.5214], [-1.1055, 0.5430, -0.4924], [0.9627, -0.4392, -0.6213], [-0.7115, 0.3192, 1.1787], [-0.4754, 0.9654, -0.6980], [-0.3637, -0.3151, 1.0743], [-0.7669, -0.6422, 0.6891], [1.7327, 0.1955, 0.0396], [-0.4883, -0.4833, -0.9402], [-1.0393, 0.0965, 0.0251], [0.5572, 1.0952, -0.4514], [0.8961, -0.0107, -0.4745], [0.0072, 0.2095, -0.6987], [-0.3498, -0.2404, -0.6820], [0.0592, 0.0962, -0.2378], [-0.0453, 0.1248, 0.0378], [-0.3417, 0.0214, -0.0054], [0.2044, -0.0280, 0.0149], [0.0884, 0.1378, 0.1160], [0.0197, -0.0292, 0.0935], [-0.0171, -0.0453, -0.0298], [0.0229, 0.0321, 0.0836], [0.0095, -0.1609, -0.1333], [-0.0101, 0.0711, -0.0420], [0.0647, 0.0932, 0.0870], [-0.0979, -0.0672, 0.1709], [-0.0081, 0.0104, -0.1028], [-0.0554, 0.0259, 0.0419], [-0.0861, -0.0230, -0.0548], [0.3336, -0.3538, 0.0648], [0.1514, 0.0288, -0.0232], [-0.4026, 0.0313, -0.1789], [0.0605, -0.1483, 0.0650], [0.0701, 0.1931, 0.1685], [-0.0270, 0.0829, 0.0827], [-0.0416, -0.0629, -0.0975], [-0.0509, -0.0114, 0.0403], [-0.0949, -0.1185, -0.0782], [0.0722, -0.0079, 0.0054], [0.0507, 0.0136, 0.0663], [-0.0998, 0.1973, -0.0034], [0.0385, -0.0753, -0.0365], [-0.0413, 0.0407, -0.0141], [0.0215, -0.0441, -0.0875], [0.0463, 0.0401, -0.1776], [0.0554, -0.0453, -0.1879], [0.0148, -0.0403, 0.2961], [0.0517, 0.1579, -0.1206], [-0.2501, -0.0997, 0.0151], [-0.0567, 0.0238, 0.0549], [0.0192, 0.0134, -0.0018], [-0.0783, -0.0428, 0.0348], [0.1495, 0.1314, 0.0024], [-0.0249, -0.0142, -0.0960], [-0.0625, 0.0039, -0.0400], [-0.0794, -0.1329, 0.1774], [0.0557, 0.0318, -0.0753], [0.0004, -0.0254, 0.0565], [0.0998, -0.0132, -0.0322]],
  "max_force_ev_per_a": 4.12,
  "e_lumo_ev": -3.2263,
  "charge": 1,
  "e_homo_ev": -11.52,
  "e_tot_ev": -51490.826
}